The following is a DFT calculation (ωB97M-V/def2-TZVPD) of a 2-piece molecular cluster, C3H9NS overall at a distorted geometry.

Computed properties:
Gap between HOMO and LUMO   0.2953 Eh
2S+1   1
Energy relative to the best compared isomer or geometry (same formula, charge and spin)   304.30 kJ/mol
HOMO   -8.882 eV

Geometry as XYZ:
```
14
Properties=species:S:1:pos:R:3:forces:R:3:lowdin_charge:R:1
C -0.85831 -1.92518 -0.21568 1.897 0.969 -0.255 -0.13
N -0.83494 -0.55235 0.33129 -0.426 0.617 -0.156 -0.14
C 0.32638 0.27258 -0.03946 -1.092 -0.930 0.248 -0.43
C 0.27521 1.65892 0.56066 0.226 -0.123 1.040 -0.67
S 1.67342 2.61431 -0.03147 1.463 -3.290 -1.468 0.59
H -1.82161 -2.34496 -0.06146 -0.782 -0.412 0.149 0.05
H -0.59815 -1.97556 -1.31786 -0.238 0.011 0.995 0.09
H -0.09888 -2.50886 0.36544 -0.647 0.259 -0.644 0.09
H -1.69015 -0.01569 0.11324 0.613 -0.702 -0.004 0.11
H 0.41000 0.39259 -1.11900 0.127 -0.084 -0.333 0.08
H 1.22499 -0.18286 0.35189 0.329 -0.444 0.022 0.07
H 0.26433 1.59597 1.67316 -0.016 0.078 -0.815 0.09
H -0.61502 2.12972 0.20437 -0.732 0.491 -0.052 0.05
H 2.34272 0.84137 -0.81511 -0.723 3.561 1.273 0.16
```
Positions in Å, forces in eV/Å.

---

The following is a DFT calculation (ωB97M-V/def2-TZVPD) of a 2-piece molecular cluster, C3H9NS overall at a distorted geometry.

Computed properties:
Gap between HOMO and LUMO   0.3497 Eh
2S+1   1
SMILES   C=N.CSC
Energy relative to the best compared isomer or geometry (same formula, charge and spin)   174.71 kJ/mol
HOMO   -8.596 eV

Geometry as XYZ:
```
14
Properties=species:S:1:pos:R:3:forces:R:3:lowdin_charge:R:1
C 1.29219 1.96849 0.08645 1.464 -1.533 0.742 -0.16
N 0.85890 1.77921 1.24896 -1.236 2.145 0.434 0.00
H 1.31306 2.94294 -0.38770 -0.345 0.199 0.111 0.06
H 1.86933 1.16303 -0.38263 -0.320 0.083 -0.626 0.05
H 0.85721 0.87541 1.69165 0.642 -0.566 -0.626 0.01
C -1.39024 -0.26384 0.76645 -0.225 0.170 -1.752 -0.42
S 0.00608 -1.17638 -0.02916 -0.315 0.470 0.006 0.70
C -0.49591 -0.93223 -1.79125 0.566 -0.583 0.577 -0.39
H -1.59697 -0.65019 1.75779 -0.313 -0.188 -0.203 0.03
H -1.43683 0.83508 0.74003 1.183 -0.192 0.431 0.03
H -2.10490 -0.43959 -0.03967 -0.969 -0.685 0.997 0.01
H -0.96718 -1.81190 -2.23386 -0.223 0.012 0.380 0.03
H 0.43775 -0.80832 -2.33897 -0.196 0.523 -0.103 0.02
H -1.17158 -0.08228 -1.81997 0.287 0.146 -0.368 0.03
```
Positions in Å, forces in eV/Å.

---

The following is a DFT calculation (ωB97M-V/def2-TZVPD) of a 2-piece molecular cluster, C3H9NS2 overall at a distorted geometry.

Computed properties:
Gap between HOMO and LUMO   0.2931 Eh
2S+1   1
SMILES   C=CN.CSS
Energy relative to the best compared isomer or geometry (same formula, charge and spin)   243.08 kJ/mol
HOMO   -7.348 eV

Geometry as XYZ:
```
15
Properties=species:S:1:pos:R:3:forces:R:3:lowdin_charge:R:1
C -0.54786 1.57729 1.43633 0.257 0.096 -0.073 -0.09
C -1.87355 1.36740 1.18692 0.249 -0.182 0.678 -0.30
N -2.78382 2.27417 0.75705 0.782 -0.574 -0.733 0.07
H 0.19352 1.97128 0.75158 -0.561 1.249 0.035 0.03
H -0.13373 1.33547 2.41065 0.021 -1.315 -0.398 0.04
H -2.31796 0.38008 1.35401 -0.283 0.392 1.116 0.10
H -3.71665 1.95416 0.57194 -0.013 0.360 -0.489 0.09
H -2.41239 3.16828 0.47942 -0.509 0.139 -0.115 0.10
C 0.60249 -1.47379 1.03996 -1.436 -0.020 -0.870 -0.47
S 0.51112 -1.67036 -0.78285 0.687 0.182 0.116 0.34
S 1.67057 -0.08648 -1.48739 -0.318 0.080 0.137 0.26
H 1.04957 -2.36320 1.46901 0.394 0.289 0.166 0.03
H -0.45508 -1.42482 1.29427 -0.004 -0.240 0.455 0.00
H 0.95650 -0.48687 1.30652 0.582 -0.196 0.069 0.00
H 2.72548 -0.21899 -0.67273 0.151 -0.259 -0.092 -0.20
```
Positions in Å, forces in eV/Å.

---

The following is a DFT calculation (ωB97M-V/def2-TZVPD) of C3H9NS2 in the gas phase at a distorted geometry.

Computed properties:
Gap between HOMO and LUMO   0.3468 Eh
2S+1   1
SMILES   CSSCCN
Energy relative to the best compared isomer or geometry (same formula, charge and spin)   175.59 kJ/mol
HOMO   -8.737 eV

Geometry as XYZ:
```
15
Properties=species:S:1:pos:R:3:forces:R:3:lowdin_charge:R:1
C -2.76382 -1.79681 0.07551 -4.020 -0.830 0.413 -0.56
S -1.37027 -1.23943 1.03180 -0.022 1.237 -0.237 0.42
S -1.29331 0.82824 0.67356 1.668 -0.777 -1.026 0.46
C 0.35445 1.08983 -0.35352 0.447 -4.530 1.617 -0.45
C 1.61047 0.90290 0.52712 0.835 -1.517 -2.174 -0.29
N 2.82878 0.85954 -0.35460 -4.605 3.727 1.940 0.03
H -3.84324 -1.84585 0.62531 2.728 0.098 -0.321 0.08
H -3.17795 -1.31608 -0.82259 1.377 0.471 -0.024 0.03
H -2.56684 -2.83144 -0.19564 0.141 -0.102 -0.029 0.01
H 0.21225 2.01417 -0.67074 -0.513 4.496 -1.252 -0.01
H 0.55643 0.48363 -1.28827 -1.081 0.069 1.146 0.10
H 1.50652 -0.09079 0.97273 -0.042 0.349 0.581 0.09
H 1.80281 1.69581 1.19263 -0.469 0.706 1.282 0.08
H 3.54401 0.32794 -0.14368 3.968 -3.385 1.395 -0.01
H 2.59970 0.91835 -1.26963 -0.412 -0.013 -3.310 0.01
```
Positions in Å, forces in eV/Å.

---

The following is a DFT calculation (ωB97M-V/def2-TZVPD) of a 2-piece molecular cluster, C3H9NS2 overall at a distorted geometry.

Computed properties:
Gap between HOMO and LUMO   0.3461 Eh
2S+1   1
SMILES   C=NC.CSS
Energy relative to the best compared isomer or geometry (same formula, charge and spin)   165.51 kJ/mol
HOMO   -8.956 eV

Geometry as XYZ:
```
15
Properties=species:S:1:pos:R:3:forces:R:3:lowdin_charge:R:1
C -1.15370 -2.96303 0.79881 0.231 0.117 0.237 -0.10
N -1.12008 -2.29327 -0.26686 -1.451 -0.053 -0.277 -0.09
C -1.49219 -0.86549 -0.18740 1.384 -0.984 0.145 -0.15
H -1.46243 -4.00821 0.78146 0.935 -0.273 -0.168 0.06
H -0.92494 -2.53905 1.78876 -0.679 0.223 0.040 0.07
H -0.79433 -0.25129 -0.75303 -0.121 0.085 -0.091 0.03
H -2.46445 -0.88767 -0.67208 -0.107 0.538 0.135 0.08
H -1.53220 -0.54547 0.85661 -0.213 0.296 -0.034 0.05
C 2.21902 1.73068 -0.88439 0.490 -0.734 0.499 -0.51
S 0.56445 2.38353 -1.13593 -0.144 0.051 0.190 0.36
S -0.21573 2.34385 0.78652 0.348 -0.052 -0.250 0.30
H 2.23866 0.95165 -0.11821 -0.347 0.140 0.094 0.03
H 2.59148 1.20913 -1.76639 -0.161 0.412 -0.313 0.03
H 2.91545 2.50284 -0.56572 -0.005 0.115 -0.186 0.03
H 0.63098 3.23179 1.33784 -0.157 0.119 -0.022 -0.19
```
Positions in Å, forces in eV/Å.

---

The following is a DFT calculation (ωB97M-V/def2-TZVPD) of C3H9O2 as an isolated structure at a distorted geometry.

Computed properties:
Total charge   -1
Gap between HOMO and LUMO   0.2929 Eh
2S+1   1
Energy relative to the best compared isomer or geometry (same formula, charge and spin)   105.25 kJ/mol
HOMO   -3.474 eV

Geometry as XYZ:
```
14
Properties=species:S:1:pos:R:3:forces:R:3:lowdin_charge:R:1
C 0.61084 1.53240 1.40457 0.161 -0.245 1.570 -0.31
O -0.05746 0.34641 1.63385 -0.182 -0.638 0.348 -0.30
H 0.86323 1.67930 0.33911 0.128 0.308 0.288 0.05
H 0.07687 2.41383 1.84126 -0.194 -0.073 -0.765 0.05
H 1.53195 1.55916 2.08760 -0.370 -0.162 -1.183 0.06
C -0.99257 -1.19173 -0.88918 0.229 -0.251 -0.461 -0.48
O -1.68293 -0.31626 -0.10429 0.738 0.754 0.955 -0.28
C 0.47507 -0.78394 -1.21147 -0.964 3.259 0.196 -0.12
H -0.89436 -2.11527 -0.33722 -0.245 -1.292 -0.168 0.07
H -1.57830 -1.27937 -1.83468 0.530 -0.664 0.135 0.09
H -0.85881 -0.07369 0.86193 -0.126 1.267 -0.420 0.03
H 0.99308 -0.51329 -0.26370 -0.668 0.256 -0.491 0.05
H 1.20146 -1.41537 -1.65489 0.062 -1.302 -1.067 0.02
H 0.31194 0.15781 -1.87288 0.902 -1.216 1.063 0.09
```
Positions in Å, forces in eV/Å.

---

The following is a DFT calculation (ωB97M-V/def2-TZVPD) of a 2-piece molecular cluster, C3H9O2 overall.

Computed properties:
Gap between HOMO and LUMO (alpha / beta)   0.3088 / 0.4066 Eh
2S+1   2
⟨S²⟩   0.75
Energy relative to the best compared isomer or geometry (same formula, charge and spin)   65.05 kJ/mol
HOMO (alpha / beta)   -7.528 / -10.284 eV

Geometry as XYZ:
```
14
Properties=species:S:1:pos:R:3:forces:R:3:lowdin_charge:R:1
H -0.15695 0.96878 -1.18148 -0.050 -0.157 0.157 0.08
C -0.87100 0.14564 -1.21299 -0.271 -0.417 -0.734 -0.18
H -1.27860 -0.06334 -0.21887 0.270 0.027 0.001 0.07
H -0.36707 -0.76065 -1.62033 -0.174 0.529 0.420 0.08
C 0.80106 0.24927 2.73508 -0.317 0.008 0.041 -0.10
O 1.80179 0.20015 1.73926 0.153 0.195 -0.269 -0.21
C 1.59889 -0.68515 0.73862 0.041 -0.391 0.194 -0.07
H 1.15004 0.92652 3.51585 -0.017 -0.109 -0.112 0.09
H -0.14207 0.63189 2.31475 0.238 -0.109 0.106 0.09
H 0.62851 -0.74493 3.15894 -0.008 0.019 0.017 0.09
H 1.18266 -1.66739 1.00277 0.062 0.402 -0.125 0.07
H 2.29504 -0.57960 -0.08680 -0.104 -0.035 0.181 0.06
O -1.91734 0.56289 -2.09941 -0.336 -0.481 0.055 -0.14
H -2.57534 -0.15402 -2.16395 0.514 0.518 0.068 0.08
```
Positions in Å, forces in eV/Å.

---

The following is a DFT calculation (ωB97M-V/def2-TZVPD) of a 2-piece molecular cluster, C3H9O2P overall at a distorted geometry.

Computed properties:
Gap between HOMO and LUMO (alpha / beta)   0.2906 / 0.2902 Eh
2S+1   1
Energy relative to the best compared isomer or geometry (same formula, charge and spin)   622.16 kJ/mol
HOMO (alpha / beta)   -8.020 / -8.005 eV

Geometry as XYZ:
```
15
Properties=species:S:1:pos:R:3:forces:R:3:lowdin_charge:R:1
C 0.86755 1.22974 1.34564 -1.449 2.809 -4.463 -0.16
C -1.37019 -1.90471 0.44173 0.789 3.876 -0.281 0.01
C -0.33532 0.68161 -1.56255 -3.420 -1.750 3.151 -0.20
O 2.19823 0.20547 -0.74004 0.036 1.092 -0.446 -0.32
O 1.85012 -1.14606 -0.28261 -1.901 -0.224 0.483 -0.26
P 0.62145 -0.00912 -0.15751 1.743 -0.620 1.556 0.79
H 1.37994 2.27870 0.97551 -1.405 -2.732 0.491 0.11
H -0.11351 1.45173 1.74002 -0.307 0.124 0.104 0.01
H -0.85604 -2.62594 0.99675 0.515 -0.939 0.664 -0.04
H -2.19084 -1.32137 0.87347 0.448 -0.409 0.271 -0.02
H -1.51038 -2.00285 -0.59454 -0.034 -0.745 -1.155 -0.06
H 0.10098 1.19435 -2.36628 0.801 0.520 -0.865 0.02
H -0.96817 -0.23450 -1.79168 0.898 1.219 -0.600 0.04
H -1.13157 1.29013 -0.97789 1.278 -0.491 -1.077 0.08
H 1.45776 0.91282 2.09999 2.008 -1.729 2.169 -0.02
```
Positions in Å, forces in eV/Å.